Entry from the OMol25 dataset: a molecular structure, C9H24BiClI2N2P2S at a distorted geometry (ωB97M-V/def2-TZVPD).

```
42
Properties=species:S:1:pos:R:3:mulliken_charge:R:1
I -0.05 3.00 -1.71 -0.0855
I 0.01 -2.83 -0.84 -0.1578
Bi 0.00 -0.03 -1.89 1.2232
P -2.70 0.00 -1.58 0.4062
C -3.35 0.08 0.12 -1.0445
C -3.31 1.42 -2.54 -1.1631
H -4.38 1.29 -2.73 0.4447
H -4.40 -1.34 -2.62 0.4371
H -2.78 1.49 -3.49 0.3725
H -2.80 -1.64 -3.36 0.3487
H -2.99 1.00 0.60 0.3133
H -3.15 2.35 -1.98 0.3582
C -3.34 -1.48 -2.42 -1.0773
H -4.45 0.08 0.06 0.4751
H -3.18 -2.36 -1.78 0.3741
H -3.01 -0.81 0.66 0.3458
P 2.71 0.02 -1.57 0.4098
C 3.41 0.09 0.10 -1.0284
C 3.34 -1.46 -2.42 -1.0812
H 2.75 1.50 -3.49 0.3735
H 4.36 1.32 -2.75 0.4415
H 3.13 2.37 -1.98 0.3607
C 3.29 1.44 -2.54 -1.1653
H 2.80 -1.61 -3.37 0.3478
H 4.41 -1.33 -2.63 0.4357
H 4.50 0.09 0.01 0.4812
H 3.08 -0.80 0.65 0.2921
H 3.18 -2.34 -1.79 0.3724
H 3.06 1.01 0.60 0.3527
Cl 0.00 -0.23 -4.45 -0.3897
S 0.09 0.84 1.44 -0.3005
C -0.02 0.07 2.93 0.0339
N 1.02 -0.41 3.66 -0.1206
C 0.74 -0.31 5.11 -0.4566
C -0.78 -0.04 5.14 -0.4478
N -1.13 0.02 3.71 -0.1184
H 1.95 -0.32 3.28 0.2158
H 1.29 0.53 5.56 0.2688
H 1.06 -1.22 5.62 0.3149
H -1.06 0.89 5.66 0.2856
H -1.32 -0.87 5.61 0.2887
H -1.96 0.51 3.38 0.2630
```

- E_HOMO: -14.41 eV
- Charge: +2
- HOMO-LUMO gap: 0.1661 Ha
- Electronic energy: -2817.42100 Eh
- LUMO energy: -9.89 eV

Entry from the OMol25 dataset: a molecular structure, C9H24Cl2EuN5OP2 at a distorted geometry (ωB97M-V/def2-TZVPD).

```
44
Properties=species:S:1:pos:R:3:mulliken_spin:R:1
C 4.96 1.97 -3.82 -0.0001
C 3.99 1.15 -3.02 -0.0002
H 4.43 2.35 -4.70 0.0000
H 5.82 1.38 -4.15 0.0000
H 5.32 2.83 -3.22 0.0000
O 2.82 0.94 -3.27 0.0000
Cl 4.75 0.48 -1.58 0.0000
Eu 0.07 0.16 -0.44 6.4829
P 0.49 -2.48 -1.02 -0.1943
C -0.97 -3.13 -1.88 -0.0035
C 1.90 -2.32 -2.16 -0.0046
H 2.18 -3.32 -2.53 -0.0055
H 1.20 -4.55 0.02 -0.0090
H 2.74 -1.82 -1.66 -0.0002
H 1.72 -3.07 0.96 0.0016
H -1.26 -2.44 -2.69 -0.0003
H 1.68 -1.63 -2.99 -0.0013
C 0.92 -3.55 0.38 -0.0036
H -0.75 -4.12 -2.27 -0.0091
H 0.06 -3.60 1.08 -0.0005
H -1.84 -3.15 -1.20 -0.0012
P -0.15 2.43 1.11 -0.1503
C -1.76 3.22 0.87 -0.0029
C 0.18 2.27 2.89 -0.0041
H 2.13 2.96 0.43 0.0003
H 1.19 4.46 0.85 -0.0042
H 0.98 3.59 -0.72 -0.0001
C 1.15 3.47 0.36 -0.0057
H 1.12 1.71 3.02 0.0018
H 0.23 3.26 3.38 -0.0071
H -1.80 4.20 1.35 -0.0067
H -2.55 2.57 1.28 -0.0010
H -0.59 1.64 3.37 -0.0002
H -2.00 3.29 -0.20 0.0006
Cl 2.24 -0.07 0.92 -0.0602
N -4.78 -2.14 2.12 -0.0009
N -3.52 -1.67 2.13 -0.0007
N -2.82 -1.63 3.28 -0.0005
C -1.66 -1.14 2.83 -0.0008
N -1.65 -0.89 1.50 -0.0094
N -2.89 -1.25 1.05 0.0006
H -5.19 -2.09 1.20 0.0000
H -5.12 -2.38 3.05 0.0000
H -0.84 -0.96 3.51 -0.0002
```

- E_HOMO (alpha / beta): -15.49 / -15.11 eV
- Spin multiplicity: 7
- Charge: +2
- HOMO-LUMO gap (alpha / beta): 0.2382 / 0.3182 Ha
- Electronic energy: -3019.19126 Eh
- LUMO energy (alpha / beta): -9.01 / -6.45 eV

Entry from the OMol25 dataset: a molecular structure, C9H24IMnOP2 at a distorted geometry (ωB97M-V/def2-TZVPD).

```
38
Properties=species:S:1:pos:R:3:mulliken_spin:R:1
C 2.12 2.06 -4.57 -0.0258
I 1.87 1.19 -2.61 0.9484
H 1.19 1.93 -5.10 0.0131
H 2.94 1.53 -5.05 0.0051
H 2.36 3.11 -4.42 0.0336
Mn -0.24 -0.17 0.40 2.6219
P 0.16 -2.26 -0.51 -0.0430
C 1.87 -2.92 -0.43 0.0019
C -0.84 -3.60 0.25 0.0036
H -0.69 -4.55 -0.26 -0.0006
H -0.15 -3.41 -2.65 -0.0001
H -1.90 -3.30 0.19 -0.0017
H -1.30 -2.06 -2.41 -0.0021
H 2.18 -2.98 0.62 -0.0001
H -0.57 -3.70 1.31 0.0001
C -0.27 -2.39 -2.28 -0.0122
H 1.93 -3.91 -0.89 -0.0014
H 0.38 -1.72 -2.85 0.0107
H 2.54 -2.23 -0.95 -0.0016
P -0.91 1.89 1.24 -0.0520
C 0.36 2.94 2.03 0.0009
C -1.65 2.99 -0.03 -0.0141
H -3.05 1.20 2.09 -0.0012
H -2.57 2.76 2.81 -0.0013
H -1.83 1.23 3.38 -0.0002
C -2.22 1.77 2.51 0.0036
H -2.46 2.44 -0.51 0.0002
H -2.04 3.91 0.43 -0.0027
H -0.08 3.88 2.38 -0.0018
H 1.15 3.16 1.31 0.0010
H -0.90 3.23 -0.78 -0.0003
H 0.80 2.41 2.88 -0.0004
C 1.50 0.06 0.91 -0.1000
O 2.61 0.21 1.24 0.0195
C -0.54 -1.05 2.32 -0.4176
H -0.29 -0.34 3.12 0.0155
H 0.13 -1.92 2.46 0.0145
H -1.60 -1.38 2.42 -0.0133
```

- E_HOMO (alpha / beta): -19.84 / -19.96 eV
- Spin multiplicity: 4
- Charge: +3
- HOMO-LUMO gap (alpha / beta): 0.2633 / 0.1733 Ha
- Electronic energy: -2562.73452 Eh
- LUMO energy (alpha / beta): -12.67 / -15.25 eV

Entry from the OMol25 dataset: 2 unconnected molecules or ions with the total composition C9H24IO3P at a distorted geometry (ωB97M-V/def2-TZVPD).

```
38
Properties=species:S:1:pos:R:3:mulliken_charge:R:1
C 3.11 -0.45 1.52 -1.1222
C 1.53 -0.59 1.78 -0.2509
C 0.81 -0.80 0.35 -0.1396
C -0.08 -2.15 0.40 -1.0227
P -0.17 0.72 -0.29 0.4412
C -1.32 0.85 1.23 -1.0148
I -0.87 2.61 2.51 -0.0434
C -2.88 0.98 0.88 -0.4965
C -3.49 -0.27 0.06 -0.7989
O 1.10 1.79 0.31 -0.3911
C 1.27 3.02 -0.42 -0.3738
C 0.17 2.90 -1.63 -0.4710
O -0.92 2.04 -1.21 -0.5460
H 3.70 -0.47 2.50 0.3593
H 3.42 -1.38 0.91 0.2893
H 3.37 0.47 0.89 0.1809
H 1.11 0.26 2.41 0.1104
H 1.41 -1.55 2.42 0.3506
H 1.65 -0.99 -0.42 0.4774
H 0.52 -2.96 -0.19 0.1164
H -1.10 -2.03 -0.12 0.1994
H -0.28 -2.54 1.45 0.3125
H 0.72 0.64 -1.46 -0.0838
H -1.03 -0.12 -1.10 0.1418
H -1.21 -0.09 1.89 0.4313
H -3.12 1.99 0.41 0.2721
H -3.44 0.98 1.90 0.4319
H -4.62 -0.30 0.32 0.3670
H -3.42 -0.16 -1.07 0.2065
H -3.07 -1.27 0.46 0.1286
H 0.92 3.91 0.22 0.1510
H 2.35 3.26 -0.72 0.2102
H -0.10 3.99 -1.90 0.3268
H 0.78 2.57 -2.54 0.2914
O 0.87 -3.70 -2.74 -0.4349
H 0.86 -2.80 -3.15 0.4687
H 1.47 -4.31 -3.23 0.4610
H -0.04 -4.07 -2.65 0.4643
```

- E_HOMO: -6.27 eV
- HOMO-LUMO gap: 0.1182 Ha
- Electronic energy: -1221.75563 Eh
- LUMO energy: -3.06 eV

Entry from the OMol25 dataset: a molecular structure, C9H24N2O2 at a distorted geometry (ωB97M-V/def2-TZVPD).

```
37
Properties=species:S:1:pos:R:3:mulliken_charge:R:1
C 0.20 -1.47 -1.62 -0.9678
C -2.32 0.25 -0.93 -0.7179
C -2.13 -1.81 0.40 -0.6976
C -2.16 0.35 1.49 -0.9229
C 0.27 1.88 -0.94 -0.7155
C 0.77 1.35 1.36 -1.1032
C 2.15 0.63 -0.52 -0.6652
C 3.17 -0.25 0.31 -0.6884
C -0.06 -0.59 0.09 -0.9158
N -1.65 -0.37 0.30 0.4499
N 0.75 0.81 0.02 0.5720
O 2.93 -1.60 0.28 -0.5387
O 0.36 -1.27 1.09 -0.4058
H 0.29 -0.75 -2.48 0.4025
H -0.43 -2.30 -2.02 0.4620
H 1.24 -1.88 -1.36 0.2289
H -1.68 0.02 -1.82 0.2526
H -3.38 -0.08 -1.12 0.4156
H -2.59 1.31 -0.78 0.3116
H -3.24 -1.65 0.33 0.4294
H -1.65 -2.53 -0.27 0.2022
H -1.67 -2.09 1.44 0.4113
H -2.22 1.43 1.43 0.3890
H -3.06 -0.08 1.69 0.4057
H -1.49 0.07 2.39 0.3600
H -0.29 1.43 -1.74 0.3603
H -0.39 2.49 -0.25 0.3163
H 1.01 2.52 -1.36 0.3566
H 0.83 0.64 2.19 0.3838
H 1.53 2.13 1.51 0.3927
H -0.20 1.81 1.62 0.4464
H 2.09 0.25 -1.47 0.4324
H 2.71 1.57 -0.51 0.5644
H 4.18 0.13 0.07 0.5308
H 3.23 0.02 1.51 0.2361
H 3.55 -2.12 -0.28 0.3664
H 1.18 -1.71 0.74 0.6599
```

- E_HOMO: -17.95 eV
- Charge: +2
- HOMO-LUMO gap: 0.4486 Ha
- Electronic energy: -616.52264 Eh
- LUMO energy: -5.74 eV